Entry 1:
27
Properties=species:S:1:pos:R:3:forces:R:3 method="wB97M-V/def2-TZVPD" largest_force_ev_per_a=4.675 relative_energy_kj_mol=0.00 spin_multiplicity=3 total_charge=0 e_lumo_ev="0.879 / -2.087" homo_lumo_gap_ha="0.2555 / 0.2676"
H -3.95050 1.36826 -0.19233 -2.262 1.258 -0.683
H 0.08144 -2.86290 -1.05307 0.931 1.455 1.456
H -2.15271 2.63735 -1.42189 0.181 -0.243 0.198
H 2.86723 2.64305 1.92063 0.712 0.107 -0.837
C 0.86711 -0.76478 -0.45248 -1.271 -1.044 0.518
H 1.35614 0.67380 -1.91369 0.048 -0.791 -0.544
N 2.32867 1.80080 1.81619 -1.107 -0.678 -1.241
H 1.82597 -2.69088 -0.44886 -1.891 0.492 0.437
H 0.94409 -0.97591 -2.67725 1.388 1.021 1.947
C -2.72718 -0.03320 0.62816 2.489 -1.520 1.406
H -3.53174 -0.46025 1.19809 -0.392 -0.182 -0.021
C -1.91095 1.76196 -0.80979 -2.730 1.422 -0.053
C 1.21467 0.07694 0.72293 -1.930 -0.761 0.253
H 2.51645 -0.55730 -1.63424 0.796 -0.687 -0.722
C 0.73960 -2.28300 -0.27798 1.614 -0.770 -1.248
C 2.09378 1.22514 0.68798 0.927 0.276 0.746
H 1.25486 -0.28575 1.71665 -0.290 -1.144 0.732
H -2.02623 -2.04694 2.18037 -1.413 0.023 0.067
N -1.24974 -1.51648 1.86793 2.249 1.190 -1.322
H 0.44243 -2.44878 0.74547 -0.143 -0.646 0.084
H 2.51593 1.21254 -0.33637 0.627 1.760 0.535
C -2.95607 1.14060 -0.14569 2.414 -0.441 -0.811
C -0.62600 1.39523 -0.61036 2.830 -3.067 2.107
C 1.46265 -0.42376 -1.76727 -1.538 1.146 -1.631
C -1.43183 -0.57867 0.92005 -1.353 1.168 -0.134
H 0.33376 1.84688 -0.85095 -1.020 0.823 -0.690
C -0.28182 0.14606 0.18780 0.132 -0.167 -0.549

Entry 2:
90
Properties=species:S:1:pos:R:3:forces:R:3 method="wB97M-V/def2-TZVPD" largest_force_ev_per_a=8.747 relative_energy_kj_mol=0.00 total_charge=0 e_lumo_ev=0.219 homo_lumo_gap_ha=0.2872
H -2.25496 -3.58132 -3.29034 -1.392 2.396 -0.919
C -3.90796 -0.99032 -2.06034 3.065 -0.247 1.104
C -2.93396 -2.61432 -3.29134 1.725 -2.291 -1.211
H -1.07396 4.38768 5.53966 0.046 0.434 0.690
C -4.61796 -1.13132 -3.15534 -3.122 -0.328 -2.063
C -4.36196 3.95968 0.13166 2.058 0.391 -1.387
H 0.35004 -5.96832 3.32566 -0.362 1.531 0.115
H 1.89704 -0.69432 5.61566 1.463 -0.591 -0.550
H 1.32104 -0.84132 2.59966 3.062 0.474 -0.708
C 0.75804 -4.96232 -3.50034 -0.563 3.007 -4.086
H 0.70104 -4.79532 0.74566 -1.288 0.805 2.879
H 0.64204 -4.10232 -5.67634 -0.065 0.412 0.826
C 0.12204 -4.88832 3.10266 1.988 -0.202 -0.531
H 2.22804 4.21268 -3.25034 -1.020 1.198 1.634
H 3.45004 -2.35232 0.61566 -0.709 -0.152 -0.167
N 0.64904 -3.02832 -2.54034 0.741 0.930 2.779
C 0.64804 -2.70732 -3.86634 -0.282 -2.117 -0.757
H 3.57904 0.97868 -1.00034 -0.369 -0.070 -1.008
H -4.91096 4.86768 0.07766 0.045 0.663 -0.361
N -4.81996 3.04668 0.98366 -6.484 1.495 3.078
C -0.16596 -0.45132 -0.45834 0.643 0.397 -1.709
H -4.30796 -2.55332 -4.84734 -1.220 -0.712 -1.902
H 0.79104 2.04968 -2.13034 0.047 0.830 0.222
C -1.19796 3.86868 4.62866 4.786 -1.695 -0.820
N 0.51604 4.90168 -0.53334 -3.300 3.870 7.025
H 3.38004 -2.09932 -1.68134 0.360 2.325 1.384
H 2.00704 -1.47332 0.11466 -2.205 -0.618 0.051
C 2.56404 -0.77132 2.73466 -4.915 0.532 -1.445
H -2.50196 3.75168 -1.19834 0.252 0.917 -0.558
H 2.30004 0.09368 -4.05534 -5.875 -3.635 -0.866
H -5.80596 3.28568 1.56366 3.836 -1.303 -2.232
H 1.04204 0.32168 4.82766 -5.092 1.702 -1.520
H -1.24396 -0.54932 -0.35334 -0.319 -0.523 0.608
C 0.78004 -4.40532 -2.31634 -1.158 3.019 1.322
H -3.24696 4.29768 4.05066 1.233 -0.877 -0.622
N -0.01696 -3.04332 1.87466 0.353 -1.791 4.206
C -2.25096 3.80068 3.85966 -2.938 0.013 -1.999
O 0.59204 -1.62732 -0.25334 -0.567 1.073 -0.768
C -0.17696 -2.63232 3.22966 -0.055 -1.027 -3.348
H 3.82404 0.43768 -4.90034 -2.282 0.867 1.738
C -3.06696 2.06968 0.17266 0.571 0.626 -1.983
H -0.17296 -0.00132 -1.58734 0.684 -0.792 2.273
N 3.03704 -1.47032 0.31266 2.258 1.756 1.353
H 0.70804 -2.44432 -1.61434 -0.441 0.037 -1.725
H -0.18696 1.69768 1.98566 -1.600 2.481 1.959
C -0.65996 2.51468 2.75066 0.671 0.492 1.189
C 1.60504 4.39768 -2.30834 -0.531 -6.242 -2.363
H 0.88904 -5.93732 -3.61234 0.194 -4.143 -1.015
H -0.00196 -2.48932 1.10266 0.165 2.421 -2.813
H 1.50204 6.44068 -1.55434 0.054 -0.111 0.109
O 2.76004 0.16168 3.71566 1.183 0.620 0.581
H 2.10504 0.08468 -1.81134 1.957 0.584 0.449
C 0.23704 3.61768 -0.60434 -1.489 -4.852 -0.194
C -0.04596 -3.73332 4.00566 -0.032 -0.783 0.622
H -0.44896 -1.61332 3.37766 -0.079 0.367 0.520
C 0.81604 3.07868 -1.74734 1.708 3.824 0.004
C 3.27404 0.14868 -1.68834 -2.470 -0.811 1.122
C -3.21196 3.46568 -0.47334 -0.864 -3.645 2.764
H 4.81004 -1.26432 -0.87734 -1.946 0.542 -0.139
H 2.69404 -1.73332 3.06766 0.943 -2.644 0.933
O 3.86504 0.11968 -2.94534 0.620 0.534 1.005
C 0.32004 -4.36232 1.79366 -0.618 -0.694 0.244
H 4.49204 -0.53032 1.65766 -1.562 -0.643 -0.263
H 0.84004 3.05968 4.33966 3.324 -0.584 0.952
C 0.61204 -3.89532 -4.59534 1.112 -1.634 2.586
H 0.60504 -4.78732 -1.30334 0.507 0.105 -0.672
C -4.19196 1.87268 0.94566 0.942 -1.684 1.068
H -1.91196 -1.77732 -1.69934 -0.564 -0.402 -0.039
H -0.46096 3.03068 0.15166 1.749 1.861 -1.619
C 2.00204 0.16668 4.93466 4.269 -0.964 0.421
C 3.65004 -1.15032 -0.98734 2.613 -3.303 -2.083
H -2.75696 2.72168 2.04666 2.029 0.666 1.392
H -4.56896 1.05068 1.61466 0.820 0.899 -0.984
H 2.85004 1.74868 -3.92134 0.171 -0.781 0.223
C -0.06696 3.08768 3.91666 -6.475 0.568 -1.486
H 2.49804 0.97668 5.42966 -0.190 0.345 0.745
C -4.02796 -2.13432 -3.95534 0.678 -0.790 0.589
H -4.17096 -0.48332 -1.15234 0.602 0.302 0.133
H 0.69604 -1.73132 -4.30834 -0.234 0.432 0.475
H 0.18704 5.49968 0.40266 1.227 -2.116 -3.682
H -5.64696 -0.76032 -3.29534 0.848 0.032 -0.058
H 3.29304 0.45268 1.21066 -1.220 4.610 -1.879
C 1.25504 5.39068 -1.50434 1.627 1.756 -1.166
H -2.19996 1.32668 0.04466 -1.695 1.344 -0.029
C 3.06504 0.65568 -3.97634 7.836 3.293 -2.068
H 0.16404 0.29268 0.28966 -0.157 0.336 -0.599
H -0.00196 -3.56632 5.11666 -0.344 -1.084 -1.267
N -2.75296 -1.81232 -2.26734 -0.559 1.903 4.262
N -1.98096 3.05168 2.71266 -0.588 -1.232 -0.570
C 3.35804 -0.50232 1.42966 2.175 -3.899 2.602

Entry 3:
104
Properties=species:S:1:pos:R:3:forces:R:3 method="wB97M-V/def2-TZVPD" largest_force_ev_per_a=2.288 relative_energy_kj_mol=142.38 total_charge=-2 e_lumo_ev=3.828 homo_lumo_gap_ha=0.1271
H 5.03864 -5.56228 1.51367 0.078 -0.018 0.034
H 3.28561 1.18393 2.82000 -0.050 0.171 -0.068
C 3.22711 -1.54035 0.06463 -0.206 0.599 0.302
O -2.88615 0.38754 -1.87717 -1.017 -0.197 -0.778
C -0.16977 -1.85363 -2.04302 0.612 -0.676 -0.582
C -3.53538 -0.28888 -5.32720 -0.052 -0.204 0.428
C -3.40499 1.74590 1.40412 -0.116 0.478 0.242
Te -1.42178 -1.44918 3.43880 0.305 -0.325 0.901
H -2.40931 -5.05307 0.51666 -0.024 -0.030 -0.043
Ca -1.12963 0.71203 -0.66954 1.741 0.391 0.677
C 1.85244 -4.99977 0.56106 -0.057 -0.014 -0.053
C 0.25289 0.13521 5.57987 0.106 -0.181 -0.227
H -3.33658 -3.27275 1.93285 -0.102 0.070 0.007
H 0.87925 1.06452 -3.03329 0.020 0.090 -0.108
C -0.98819 5.03612 -1.87428 -0.048 -0.321 0.110
H 2.90394 -6.75713 1.19760 0.002 -0.024 0.059
C -4.62691 1.68525 2.04615 -0.185 -0.376 0.148
H 1.07441 -3.09955 -0.03986 -0.073 0.048 0.001
C 3.15231 -2.97024 0.40404 -0.013 -0.481 0.157
Se 2.71900 1.51548 -0.99070 -0.336 0.234 -0.477
C -1.43735 -3.68366 -0.82834 -0.076 0.113 0.165
N -1.70038 -1.39216 -0.30243 -0.768 -1.387 0.631
H 4.21536 -2.85919 3.78261 -0.023 -0.064 -0.003
N -1.85443 2.78990 -3.08493 0.510 0.691 1.038
H 4.20430 -1.10385 0.25235 0.122 0.084 -0.126
H 0.74967 6.77644 0.43371 0.023 0.055 0.017
C -2.87092 0.55563 -3.12124 -0.227 0.543 -0.249
N -0.10095 -0.53163 -2.20818 0.054 -0.947 -0.883
H -4.88453 -1.68058 2.02822 0.032 -0.010 0.045
C -2.51623 -1.68068 0.70493 0.287 -1.322 -0.557
C -5.18055 0.41923 2.27346 0.110 0.444 -0.106
H 2.17100 -2.35407 2.60756 -0.117 -0.160 0.216
C 1.68358 -2.16617 -3.52890 0.059 0.363 -0.267
H 6.38425 -2.13964 4.72287 0.055 -0.067 -0.011
C -3.39976 1.16036 -7.31517 0.019 -0.029 -0.024
H -3.65936 -1.40790 -3.51721 -0.037 0.012 0.008
H 1.16718 -0.34271 5.27282 0.116 -0.145 -0.084
H -2.29570 4.33007 -7.58535 0.065 0.046 0.041
H 0.17700 1.09528 1.94791 -0.188 -0.009 0.106
H -5.15820 2.58228 2.32646 0.062 0.089 0.004
H 0.07076 2.79386 2.47881 -0.136 -0.105 -0.107
C 6.06747 -0.07120 4.26997 0.161 0.046 0.102
H -1.37198 2.26696 7.58587 0.043 0.164 0.177
C -3.19956 0.94778 -5.94325 0.213 0.429 -0.066
N -1.44234 2.62925 -1.88201 -0.890 -0.100 -1.860
C -0.29528 3.59735 -0.04079 -0.200 1.061 -0.877
C -2.41725 1.76831 -3.75272 -0.192 -0.948 0.277
H 0.65088 -3.78187 -2.58101 -0.029 -0.007 0.091
O -0.38376 2.37025 0.50145 0.285 1.285 0.680
C 5.70993 -1.40939 4.29443 0.119 -0.057 0.035
H 1.46033 -0.85340 3.22225 -0.048 -0.069 -0.009
C -0.95333 -0.11626 4.99025 -0.439 0.051 0.139
C 4.49241 -1.81314 3.77663 -0.033 -0.055 0.009
C -2.53311 3.38146 -7.12047 -0.020 0.053 0.036
H -1.04899 -4.46452 -1.46519 0.130 0.054 -0.036
C 3.60221 -0.88348 3.24798 0.195 0.116 0.088
H 0.86810 4.58398 1.47480 -0.005 -0.072 0.019
C -2.77221 -3.02280 1.04703 -0.169 0.543 0.166
N -2.71286 0.68985 1.01880 -0.783 -1.078 0.712
C 1.76297 -0.79513 -3.66258 0.085 -0.393 -0.075
H 2.94292 -1.33043 -0.96377 0.079 0.179 -0.104
H -2.95687 2.70901 1.17789 -0.005 0.014 -0.054
C 5.18862 0.86334 3.74580 0.134 0.125 0.047
H 1.07540 1.37092 7.20178 0.070 0.066 0.055
C -2.22960 -4.01513 0.26655 0.249 0.011 -0.377
C -3.07687 2.35646 -7.90175 -0.107 -0.030 -0.287
C 0.83399 -0.01294 -2.97979 0.604 0.443 -0.134
H 1.43596 2.23686 1.44449 0.106 0.060 -0.248
C 2.96850 -5.69534 0.99389 0.044 -0.231 0.056
C 0.20757 1.07112 6.63388 -0.042 0.283 0.317
S -2.18325 0.84312 5.76963 0.632 -0.147 -0.058
H 7.02947 0.24073 4.65720 0.022 0.023 0.034
C 2.30455 -1.27953 2.68133 -0.459 -0.213 -0.515
C 3.96606 0.46338 3.24491 0.036 -0.043 0.066
H 2.54475 -0.32411 -4.23580 0.026 0.107 -0.022
C 0.31576 4.69710 0.55503 0.042 -0.288 0.162
C 0.37320 2.12513 1.66281 0.436 -0.070 1.121
C 4.16816 -5.02389 1.16232 0.078 -0.145 0.016
H 0.90434 -5.50750 0.44782 -0.103 -0.044 0.015
H 2.38184 -2.81742 -4.03986 0.043 0.010 0.007
C -3.18632 -0.54015 1.32299 -1.398 1.250 0.004
H -3.24647 2.51606 -8.96039 0.010 -0.042 0.006
H -1.89196 3.97727 -5.17195 0.076 0.073 -0.002
H -0.45066 7.09893 -1.70484 -0.029 0.061 -0.045
H 5.19908 -3.15504 1.01687 0.062 0.093 0.007
C -2.63958 1.97899 -5.14993 -0.133 -0.231 -0.330
S 2.06600 -0.44402 0.99314 2.148 0.316 0.723
C 4.25979 -3.67232 0.87727 -0.084 0.072 -0.112
H -1.49354 5.13888 -2.82596 0.037 -0.018 0.077
H 5.46292 1.90954 3.72449 0.003 0.054 -0.038
C -3.39761 -0.47017 -3.99371 -0.082 -0.242 -0.279
C -1.14674 -2.33321 -1.04498 -0.056 -0.853 0.018
C -2.31234 3.19287 -5.78092 0.035 0.211 -0.042
O 0.70181 -0.88034 0.64946 -1.640 -0.355 -0.723
C 0.70003 -2.71065 -2.71473 -0.465 -0.049 0.382
C -0.41124 6.11962 -1.24825 0.163 0.148 0.030
H -6.16046 0.31835 2.72516 0.023 -0.001 0.002
C 0.25837 5.94200 -0.04743 -0.047 -0.023 0.008
H -3.91861 -1.08314 -5.95836 -0.024 -0.063 0.020
C -4.47426 -0.68998 1.89523 0.520 -0.218 -0.270
H -3.81622 0.35278 -7.90436 -0.043 -0.049 -0.060
C -0.92350 3.76336 -1.29639 0.512 1.365 0.451
C 1.94399 -3.65308 0.26776 0.027 -0.075 -0.024
C -1.04227 1.54862 6.85969 -0.444 0.015 -0.099

Entry 4:
43
Properties=species:S:1:pos:R:3:forces:R:3 method="wB97M-V/def2-TZVPD" largest_force_ev_per_a=1.152 relative_energy_kj_mol=0.00 spin_multiplicity=2 total_charge=+2 e_lumo_ev="-8.007 / -7.426" homo_lumo_gap_ha="0.2924 / 0.3144"
O 0.54746 -1.61586 0.94658 -0.099 -0.069 -0.094
S 0.67825 0.61086 2.94754 -0.053 -0.095 -0.101
C 1.58454 1.41984 -2.16673 0.096 0.086 -0.114
Cr -0.05003 0.33431 0.66439 -0.514 0.037 0.499
H -0.92050 -3.73142 -0.88246 0.010 -0.002 -0.031
C -0.57051 3.57451 -0.40697 0.019 0.054 -0.017
H -3.43149 -1.89736 -0.53542 -0.059 0.043 0.004
H -1.96430 2.52706 -1.68922 -0.026 0.017 0.023
C 0.31170 3.28338 2.23682 0.026 0.097 0.127
H 2.67695 -0.59444 2.86939 0.009 -0.005 -0.022
O -1.40120 -1.73145 -1.01243 -0.263 -0.036 -0.076
H 3.55409 1.81828 -1.37639 -0.003 -0.002 -0.016
H 2.87994 0.86532 3.82104 0.001 0.002 0.000
C -2.71240 -1.16560 -0.90653 0.297 -0.199 0.047
H 0.46494 3.91245 -0.40104 -0.004 0.004 -0.028
C 3.11708 1.16629 1.68847 0.065 0.017 0.051
C 2.48136 0.47818 2.88302 0.093 0.053 0.085
C 0.37872 2.33671 3.42272 0.066 0.035 0.050
H 1.27842 3.42952 1.75761 0.007 -0.016 0.008
H -3.02234 -0.83279 -1.89245 -0.004 0.021 -0.037
H 1.55639 2.18514 -2.94248 -0.012 0.001 0.011
O 0.32321 -3.79348 1.28332 0.001 0.103 -0.022
H -1.21721 4.45093 -0.36526 -0.011 -0.004 -0.009
O -1.78379 -0.22214 1.07792 0.038 0.390 -1.083
H 1.15401 2.62316 4.13337 -0.001 0.023 -0.011
C -0.03395 -2.67924 0.71024 0.093 -0.119 0.049
H -2.03851 -3.16828 0.35867 -0.017 -0.038 0.005
H -0.56727 2.31984 3.96399 -0.024 0.000 -0.021
H 1.91018 0.49303 -2.64040 0.006 -0.007 0.009
H 2.27906 2.76944 -0.59331 -0.002 0.016 -0.035
H -0.06457 4.25546 2.55821 0.009 0.002 0.005
C -0.89788 2.73923 -1.62751 0.012 0.074 -0.061
C -2.62615 0.02877 0.02863 0.302 -0.222 0.452
S -0.12097 1.10173 -1.63788 -0.094 -0.232 0.213
O -3.15087 1.08048 -0.20063 -0.022 0.099 0.192
H -0.59753 3.24374 -2.54629 -0.035 -0.001 -0.007
H 1.05012 -3.64626 1.90993 0.035 -0.068 0.044
C 2.52016 1.80243 -1.03190 -0.006 0.060 -0.061
S -0.86922 2.57661 1.07280 -0.030 -0.090 -0.124
S 2.32399 0.50959 0.20296 0.082 -0.133 0.033
H 2.99938 2.24798 1.71738 -0.003 -0.004 0.033
C -1.17444 -2.87963 -0.24638 0.011 0.114 0.028
H 4.18203 0.93900 1.64531 0.003 -0.008 -0.002